Record 1
63
Properties=species:S:1:pos:R:3:mulliken_charge:R:1 method="wB97M-V/def2-TZVPD" lumo_energy_ha=0.0037 e_above_lowest_kcal_mol=16.8 orbital_gap_ev=9.43
H 2.08681 2.68575 -0.10434 0.08
O 3.47598 -3.91613 -3.56939 -0.52
H 4.81200 -3.27223 -2.03071 0.32
H 5.60229 3.88977 -0.02222 0.41
C 1.87495 1.09027 -2.10610 -0.23
H -2.31050 1.33269 1.38758 -0.61
H 2.75253 -1.59678 -0.02184 0.25
C -5.39277 -1.03710 1.28233 -0.71
H -2.87810 -0.67707 3.58322 0.45
O -0.58142 1.88391 -0.23158 -0.56
H -4.54029 1.88949 1.46148 0.27
H 1.00467 1.59217 -2.53466 0.27
H 2.30036 0.55431 -2.95175 0.32
H -4.93410 0.71749 2.71469 0.50
H 1.69744 1.12784 2.17703 0.28
H -2.26642 -1.01157 1.95063 0.07
N -2.61896 2.08577 3.32489 -0.72
H 3.11390 0.57167 2.44303 0.25
H 3.85057 -4.69564 -1.60989 0.29
C 3.83202 -3.74033 -2.14305 -0.54
C 2.72803 -2.86853 -1.52039 0.14
H 2.74062 5.92116 -0.53007 0.23
H -3.52678 -3.38463 -3.11478 0.29
H -6.37069 -0.58491 1.42904 0.38
H 4.44188 2.89434 0.91762 0.30
O 0.15112 -0.74229 0.59908 -0.44
H -5.09106 -1.57687 2.19039 0.34
H -3.25230 -2.04290 -1.24400 0.18
C 2.45792 3.09244 -1.04577 -0.45
C -2.89077 -2.86286 -0.61872 0.16
H -3.06333 1.91231 4.21984 0.27
C -2.79912 1.00838 2.30629 1.77
H 4.11991 5.68131 0.28627 0.24
H -2.93915 -4.94302 -0.87067 0.34
C 3.65828 3.99171 -0.82372 0.57
H 4.00496 4.16486 -1.85747 0.19
O -1.46028 -2.85062 -0.57872 -0.47
H -1.23661 -0.11905 3.11715 0.35
H -0.63082 2.34586 0.61841 0.28
H 1.69101 3.73181 -1.49187 0.27
C -2.25174 -0.29736 2.77627 -1.33
C -4.24270 0.92278 1.89862 -1.06
H -2.98134 2.97430 2.98534 0.26
H 1.02745 -0.51459 0.95960 0.20
H -1.04379 -2.16441 -0.02674 0.31
H 2.59642 -2.02059 -2.19997 0.06
C 4.73703 3.22209 -0.08219 -1.35
H 4.23657 -4.38103 -3.93090 0.29
H -1.45722 1.99058 -0.62553 0.22
N 3.29331 5.20358 -0.06142 -0.66
O 2.84668 2.06507 -1.89500 -0.37
H -3.38522 -2.80929 0.35991 0.07
H 1.63234 0.47800 -1.23817 -0.16
O 3.28545 -2.35372 -0.26698 -0.57
C -3.43390 -4.06246 -1.25848 -0.63
O 2.35805 0.50588 1.83803 -0.59
O -3.20423 -4.18332 -2.67725 -0.50
H -0.17549 0.08654 0.18635 0.32
H -5.36184 -1.70416 0.42937 0.13
H -4.50943 -4.06821 -1.07444 0.28
O -4.46892 -0.02726 0.92285 -0.32
H 5.08629 2.32069 -0.58211 0.34
H 1.80246 -3.42587 -1.42446 0.24

---

Record 2
60
Properties=species:S:1:pos:R:3:mulliken_charge:R:1 method="wB97M-V/def2-TZVPD" lumo_energy_ha=-0.0057 e_above_lowest_kcal_mol=311.6 orbital_gap_ev=7.63
H -4.20902 -2.64214 0.47392 0.40
O -1.62210 -0.52226 0.59746 -0.42
H 1.40317 1.23657 0.94493 0.11
H -0.38353 1.60531 2.87907 0.29
H 0.53737 -0.36007 1.37080 0.14
H -2.10569 -0.12316 -0.29649 0.36
H 3.87902 -1.55181 0.90998 0.42
H 3.19070 0.32403 -0.47565 0.50
H -0.33431 -0.33081 -1.67372 -0.78
H 3.14969 0.06759 3.82921 0.33
O 1.30135 0.63401 -1.12859 -0.69
H 1.75355 3.37111 -0.18432 0.21
C -0.66193 -0.13884 -2.69543 1.42
H 1.37202 4.89303 1.81711 0.31
O -2.00171 -0.45368 -2.73646 -0.85
H -5.48988 0.18880 -1.49300 0.35
C 2.98472 -0.74265 -2.36272 -1.25
H 2.30206 -0.90164 1.01303 -0.54
H 2.19140 -0.98669 -3.06925 0.08
O 0.43180 -0.44475 0.42321 -1.38
C -3.74808 0.83725 -0.60204 -0.51
H -1.84423 -0.23850 1.48727 0.39
H 1.69956 1.74506 2.47062 0.20
C 0.09749 -0.83193 -3.78212 -1.49
H -4.26716 -1.09424 -1.33067 0.30
O 2.48169 -0.60967 3.70000 -0.54
H -1.87026 -2.07030 -0.64864 0.35
H 3.05446 1.69470 1.19424 0.62
H -0.49468 -0.65283 0.30261 0.31
H -3.83260 1.26880 0.39533 0.20
O -0.52764 1.46358 1.94345 -0.58
H -5.24041 -0.58519 0.11329 0.43
H 2.56193 -2.53365 2.85342 0.35
C 1.48979 3.27180 0.86862 -0.62
H 1.16826 -0.64252 -3.70676 0.43
C 2.42461 -0.19007 -1.05610 0.31
O -2.47128 0.44133 -0.98154 -0.67
C -2.11367 -1.83848 0.38824 -0.31
C 2.03170 1.96573 1.45619 -0.03
H -1.43751 -2.56061 0.84589 0.36
H -0.55047 2.34382 1.56811 0.21
H 3.67179 -0.09567 -2.90811 0.30
H -0.30427 -0.46366 -4.72609 0.39
H 0.40544 3.32763 0.96435 0.31
H -2.40498 -0.01626 -1.98304 0.75
C 3.08158 -1.57564 2.86968 -0.78
H 4.08961 -1.74469 3.24836 0.36
H -3.93215 -0.94944 0.91890 0.08
H -4.02592 1.65182 -1.27091 0.50
H 0.71384 0.28331 -0.45521 0.41
H -3.44116 -2.17839 2.03651 0.40
H -0.39830 0.89882 -2.89998 0.03
C 3.25815 -0.91136 1.53642 0.24
H 0.00341 -1.91475 -3.86418 0.35
H 3.69720 0.08177 1.63145 0.32
O 2.05232 4.23617 1.65185 -0.51
C -3.52213 -1.95799 0.97210 -1.09
H 3.48215 -1.64196 -1.99953 0.35
C -4.76887 -0.27317 -0.81858 -1.25
H 2.04210 -1.06259 -0.52649 0.12

---

Record 3
62
Properties=species:S:1:pos:R:3:mulliken_charge:R:1 method="wB97M-V/def2-TZVPD" charge=-1 lumo_energy_ha=0.0916 e_above_lowest_kcal_mol=0.0 orbital_gap_ev=7.39
H -3.83018 0.78138 -0.76239 -0.26
C 0.42522 1.85499 3.15090 -0.06
H 0.03110 1.08875 3.82512 0.32
H -1.48869 -1.96531 -3.04451 -0.01
H 1.50971 3.76994 -1.55623 -0.21
B 0.90933 3.04719 -0.86606 0.98
B -2.78289 1.10591 -0.37995 1.12
Ag -0.30788 0.66100 -0.53486 -0.51
H 1.18795 -5.39986 2.75933 0.30
H -2.09876 -1.93247 -4.79944 0.33
N 0.45288 -1.87017 -0.36791 -0.36
C 0.36633 1.79587 -4.33565 -1.63
H 0.08252 2.62556 -1.56970 -0.30
H 1.98973 0.41952 -3.18729 0.26
H 0.22701 3.99648 2.98539 0.30
H -1.00943 1.93117 1.71251 0.03
H -0.91011 2.47725 6.11786 0.29
C -0.50555 -2.43740 0.59343 0.56
O 1.29086 -3.66281 1.65698 -0.24
H -1.35335 -3.37610 -3.97310 0.23
C -0.07794 3.20731 3.67359 -0.74
H -1.17761 3.19836 3.62854 0.46
C 1.84490 -4.91210 2.03840 -0.79
O 0.34391 3.64647 4.95845 -0.37
H 2.28632 0.88611 2.84790 0.30
H 1.62283 2.25236 -0.39874 -0.32
H -2.16533 -1.76210 -0.68140 0.34
H 1.10972 -0.56860 -5.48296 0.37
C 0.02646 -3.81778 1.04489 -0.99
H -2.83119 2.07324 0.26384 -0.37
H -0.58370 -1.75864 1.44063 0.23
H 0.09415 -4.44415 0.14879 0.35
O -0.03883 -1.92020 -4.44985 -0.38
C -1.84709 -2.63677 -0.12171 -1.63
H 2.33243 2.08369 4.17768 0.42
H -2.25429 0.25137 0.17180 -0.45
H 1.02431 1.73875 -5.21329 0.40
H 0.53845 3.09578 6.93783 0.24
C 0.05879 0.39146 -3.79577 1.00
H 0.43149 3.72562 -0.04880 -0.35
N -0.02975 1.64443 1.79587 0.17
H -0.67854 -4.24598 1.76937 0.43
H -0.92345 0.36078 -3.32400 0.03
C 1.94984 1.87285 3.17436 -1.35
H 0.71542 -2.48301 -1.13912 0.28
N 1.10063 0.16166 -2.76770 -0.40
H -1.78448 -3.49895 -0.79501 0.40
H -0.54320 2.29038 -4.70199 0.38
H 0.79048 2.54668 -3.67222 0.36
H 2.01459 -5.52979 1.14639 0.32
H -2.61820 -2.89330 0.60893 0.42
H 2.41189 2.65460 2.57103 0.32
C 0.15910 -0.60911 -4.95232 -1.00
H 1.33811 -1.88297 0.14682 0.18
H 2.85316 -4.66925 2.37411 0.24
H 0.75107 1.81913 5.79892 0.23
C -1.35763 -2.28883 -4.08489 -0.42
H -2.11106 1.37530 -1.27318 -0.34
C 0.15136 2.71881 5.98919 -0.64
H 1.12706 -0.85267 -2.64769 0.13
H -0.63683 -0.39763 -5.68281 0.37
H 0.39687 2.26578 1.10174 0.00